Here is a structure of composition C24H37As3N3O2Se2Te2V from the OMol25 dataset. Energies are from the ωB97M-V functional and the def2-TZVPD basis.

Geometry (Å):
V: 0.440 -1.399 -1.263
O: -3.163 1.094 -3.340
C: -2.486 1.441 -4.448
C: -3.178 2.133 -5.444
C: -2.538 2.497 -6.611
C: -1.197 2.182 -6.812
C: -0.505 1.511 -5.824
C: -1.125 1.138 -4.630
C: -0.364 0.443 -3.562
O: -0.995 0.006 -2.547
N: 0.957 0.408 -3.712
N: 1.540 -0.249 -2.691
C: 2.790 -0.051 -2.466
C: 3.352 -0.630 -1.259
C: 4.697 -0.486 -0.921
C: 5.146 -1.008 0.277
C: 4.253 -1.676 1.104
C: 2.939 -1.798 0.692
N: 2.490 -1.269 -0.445
H: -2.542 0.528 -2.815
H: -4.224 2.356 -5.276
H: -3.092 3.026 -7.378
H: -0.702 2.453 -7.735
H: 0.538 1.256 -5.949
H: 3.380 0.587 -3.117
H: 5.367 0.028 -1.597
H: 6.185 -0.905 0.560
H: 4.568 -2.114 2.040
H: 2.210 -2.353 1.270
C: -2.622 -3.281 0.185
As: -1.105 -2.234 0.801
C: -0.441 -3.471 2.157
C: -2.072 -0.913 1.890
C: -1.341 0.313 2.483
C: -2.320 0.907 3.509
C: -1.056 1.394 1.432
As: 0.254 1.060 -0.004
C: -0.191 2.619 -1.083
C: 1.901 1.771 0.774
C: -0.055 -0.170 3.171
As: 1.225 0.939 4.234
C: 0.502 0.482 6.004
C: 0.604 2.812 4.274
H: -3.282 -3.519 1.022
H: -2.223 -4.196 -0.257
H: -3.156 -2.736 -0.591
H: -1.268 -3.796 2.791
H: 0.333 -3.018 2.776
H: -0.033 -4.331 1.623
H: -2.519 -1.479 2.714
H: -2.899 -0.565 1.262
H: -3.269 1.144 3.024
H: -1.943 1.819 3.964
H: -2.522 0.185 4.304
H: -0.730 2.311 1.931
H: -1.986 1.635 0.908
H: -0.077 3.530 -0.495
H: -1.216 2.531 -1.441
H: 0.475 2.648 -1.945
H: 1.696 2.639 1.400
H: 2.538 2.081 -0.055
H: 2.429 1.015 1.355
H: 0.579 -0.651 2.419
H: -0.327 -0.958 3.880
H: 0.634 -0.585 6.178
H: -0.558 0.729 6.076
H: 1.052 1.027 6.771
H: 0.885 3.342 3.366
H: 1.145 3.268 5.105
H: -0.460 2.932 4.449
Se: -0.787 -3.073 -2.936
Te: -1.757 -5.198 -3.626
Te: 0.044 -6.095 -0.626
Se: 1.174 -4.013 -1.276

The calculation puts the orbital gap (alpha / beta) at 4.52 / 4.34 eV. The calculation puts the energy above the lowest of the compared OMol25 structures with the same formula, charge and spin at 62.1 kcal/mol. Its charge is -1. The calculation puts the largest force on an atom at 1.07 eV/Å. As for the spin multiplicity: 4. As for the lowest unoccupied orbital energy (alpha / beta): 1.68 / 1.46 eV.

These are the Löwdin partial charges, in e, on atoms 1 to 8: 0.04, 0.05, -0.26, -0.02, -0.10, -0.10, -0.03, -0.07